C5H7N7O | the ωB97M-V functional and the def2-TZVPD basis

Last column: natural (NBO) charge in e.
CARTESIAN COORDINATES (ANGSTROEM)
C  -1.135816  -0.843483  0.029002  0.190
C  0.643451  -0.662817  1.538211  0.114
C  -0.435321  1.351275  0.715149  -0.058
C  -1.430342  1.878481  -0.020651  -0.038
C  -2.234860  -0.322795  -0.723746  0.617
N  -0.831757  -2.075533  0.386822  -0.204
N  0.266460  -1.973278  1.205878  -0.407
N  -0.273352  0.001616  0.749224  -0.398
N  -2.208417  1.086626  -0.821265  -0.595
N  1.429225  -0.040185  -1.401997  -0.486
N  2.965460  -0.089580  0.172577  -0.639
N  2.542323  -0.432693  -1.074247  0.012
O  -2.991458  -0.983057  -1.360252  -0.537
H  0.252148  1.871057  1.374526  0.232
H  -1.580896  3.031079  -0.089946  0.231
H  -3.006467  1.586640  -1.236312  0.423
H  1.125568  -0.369015  -2.394048  0.338
H  0.665234  -2.882324  1.546618  0.428
H  2.472935  0.543689  0.766797  0.382
H  3.765889  -0.675696  0.637652  0.399

Forces on the atoms, in the same order (eV/Å):
2.748 -1.298 3.453
-1.372 -1.758 -0.871
-0.251 1.689 0.245
1.413 2.482 0.651
0.227 1.720 -1.345
0.084 0.024 -0.914
-0.505 0.954 0.107
-0.252 -1.416 0.354
-1.217 -0.068 0.095
-1.634 0.816 -1.327
2.511 -1.391 -0.210
1.330 -1.433 0.624
-1.373 -0.922 -0.536
-0.343 0.304 -0.331
0.233 -2.449 0.172
0.503 -1.066 0.037
1.493 0.366 1.949
-0.603 1.729 -0.426
-0.635 0.064 0.151
-2.356 1.654 -1.879

Values from the calculation:
Total charge = 0
HOMO level (spin up / spin down) = -8.558 / -8.557 eV
Frontier orbital gap (spin up / spin down) = 9.06 / 9.06 eV
E_tot = -653.1342 a.u.